No. 1
Formula: C35H59BBaCl5F4N14O2S
Source: the Open Molecules 2025 dataset
Level of theory: wB97M-V/def2-TZVPD

Last column: Löwdin charge in e.
Geometry (Å):
Ba  -0.167  0.170  0.087  1.68
C  -2.260  -5.226  2.006  -0.10
N  -1.319  -4.303  2.520  -0.19
C  -0.841  -4.528  3.916  -0.05
C  -1.385  -2.939  2.112  -0.40
N  -0.687  -2.448  1.134  0.00
C  -0.173  -3.448  0.220  -0.23
C  1.288  -3.301  -0.199  -0.16
N  1.493  -2.048  -0.987  -0.22
C  1.194  -2.214  -2.415  -0.18
C  -0.159  -1.563  -2.918  -0.22
N  -0.035  -0.083  -3.068  0.06
C  -0.380  0.423  -4.215  -0.41
N  0.026  1.689  -4.584  -0.17
C  1.374  2.122  -4.424  -0.06
C  -0.934  2.702  -5.038  -0.02
N  -1.268  -0.165  -5.086  -0.18
C  -2.576  -0.617  -4.509  -0.03
C  -1.188  0.090  -6.469  -0.10
C  2.899  -1.674  -0.830  -0.23
C  3.154  -0.244  -1.228  -0.23
N  2.674  0.626  -0.137  -0.01
C  3.552  1.504  0.260  -0.39
N  4.950  1.338  0.065  -0.19
C  5.507  0.032  0.378  -0.06
C  5.526  2.076  -1.048  -0.06
N  3.262  2.611  0.974  -0.10
C  1.893  3.119  1.133  -0.07
C  4.288  3.486  1.568  -0.04
N  -2.142  -2.104  2.844  -0.11
C  -2.060  -0.642  2.666  -0.11
C  -2.898  -2.573  3.958  -0.07
H  -1.904  -6.228  2.056  0.08
H  -2.408  -5.041  0.934  0.07
H  -3.240  -5.224  2.530  0.09
H  -1.645  -4.696  4.659  0.08
H  -0.222  -3.769  4.299  0.04
H  -0.278  -5.509  3.865  0.11
H  -0.786  -3.462  -0.709  0.11
H  -0.238  -4.459  0.587  0.10
H  1.634  -4.136  -0.824  0.12
H  1.896  -3.309  0.686  0.11
H  1.080  -3.251  -2.700  0.10
H  2.005  -1.821  -3.079  0.13
H  -0.885  -1.801  -2.165  0.05
H  -0.543  -2.063  -3.822  0.11
H  1.969  1.297  -4.019  0.08
H  1.462  2.904  -3.649  0.07
H  1.790  2.532  -5.375  0.10
H  -1.917  2.276  -5.069  0.08
H  -0.616  3.049  -6.037  0.09
H  -0.936  3.476  -4.275  0.09
H  -2.589  -0.453  -3.444  0.06
H  -2.818  -1.665  -4.820  0.09
H  -3.401  0.070  -4.890  0.10
H  -0.325  0.686  -6.653  0.08
H  -2.100  0.550  -6.901  0.09
H  -1.059  -0.906  -6.976  0.10
H  3.549  -2.367  -1.380  0.13
H  3.133  -1.735  0.263  0.11
H  2.544  0.014  -2.116  0.09
H  4.221  -0.059  -1.504  0.10
H  6.078  -0.346  -0.497  0.09
H  4.732  -0.694  0.663  0.08
H  6.256  0.071  1.174  0.08
H  4.780  2.724  -1.383  0.08
H  5.746  1.407  -1.872  0.08
H  6.379  2.693  -0.825  0.08
H  1.283  2.832  0.244  0.04
H  1.867  4.224  1.100  0.10
H  1.442  2.793  2.048  0.06
H  5.063  2.864  1.981  0.07
H  3.760  3.980  2.399  0.09
H  4.704  4.217  0.859  0.09
H  -1.062  -0.382  2.468  -0.04
H  -2.701  -0.285  1.807  0.07
H  -2.282  -0.190  3.608  0.08
H  -3.227  -3.592  3.829  0.07
H  -3.806  -1.981  4.052  0.10
H  -2.379  -2.540  4.875  0.05
C  -4.898  1.631  -1.601  -0.04
C  -3.867  0.701  -1.093  -0.31
N  -2.677  1.117  -0.783  -0.09
N  -2.452  2.434  -1.016  -0.06
C  -1.925  3.142  -0.066  -0.92
N  -1.862  4.467  -0.349  0.09
S  -1.573  2.544  1.552  0.44
C  -4.207  -0.700  -0.979  -0.24
C  -5.481  -1.107  -1.375  -0.03
C  -5.831  -2.417  -1.249  -0.07
C  -4.932  -3.338  -0.635  -0.04
C  -3.644  -2.827  -0.389  -0.14
N  -3.260  -1.563  -0.556  0.13
H  -4.626  2.688  -1.409  0.09
H  -5.820  1.472  -1.040  0.08
H  -5.143  1.494  -2.626  0.07
H  -1.711  4.592  -1.346  0.07
H  -1.254  5.015  0.203  0.06
H  -6.180  -0.393  -1.720  0.09
H  -6.804  -2.714  -1.589  0.10
H  -5.261  -4.372  -0.429  0.10
H  -2.909  -3.549  -0.040  0.06
Cl  0.402  3.267  8.352  0.62
C  1.206  2.216  7.237  -0.74
C  0.570  1.061  6.768  -0.69
Cl  -1.132  0.839  7.155  0.61
C  1.170  0.156  5.931  -0.58
Cl  0.189  -1.167  5.374  0.72
C  2.472  0.347  5.380  -0.56
O  2.989  -0.433  4.591  -0.08
C  3.122  1.559  5.851  -0.59
Cl  4.689  1.872  5.130  0.65
C  2.475  2.458  6.703  -0.68
Cl  3.296  3.959  7.067  0.63
O  1.425  -0.834  2.190  -0.22
H  2.115  -0.392  2.768  0.05
H  0.882  -1.260  2.894  -0.01
F  0.540  3.301  -1.748  0.06
B  0.746  4.703  -1.894  -1.29
F  -0.303  5.233  -2.583  0.14
F  1.938  4.980  -2.685  0.04
F  0.914  5.255  -0.637  0.12

## Properties
* strongest force on any atom: 0.06345 Eh/bohr
* net charge: -1
* molar mass: 1141.4 g mol⁻¹
* orbital gap: 6.452 eV

No. 2
Formula: C35H59CsI2N8O4PS2SeSi
Source: the Open Molecules 2025 dataset
Level of theory: wB97M-V/def2-TZVPD

Last column: Löwdin charge in e.
Geometry (Å):
Cs  -0.912  0.813  0.163  0.67
C  0.102  -0.735  3.472  -0.09
N  1.534  -0.849  3.817  -0.15
C  1.833  0.064  4.947  -0.07
C  2.458  -1.083  2.773  -0.33
N  2.111  -0.984  1.507  0.16
C  2.814  -1.635  0.494  -0.25
C  3.222  -2.991  0.622  -0.04
C  3.907  -3.617  -0.426  -0.13
C  4.093  -2.955  -1.622  -0.14
C  3.642  -1.668  -1.788  -0.05
C  3.005  -0.940  -0.743  -0.26
N  2.484  0.320  -0.993  0.14
C  3.187  1.182  -1.757  -0.32
N  4.572  1.280  -1.905  -0.17
C  5.528  1.022  -0.834  -0.05
C  5.180  1.566  -3.191  -0.08
N  2.509  2.162  -2.480  -0.15
C  1.160  1.893  -2.944  -0.11
C  2.947  3.583  -2.555  -0.05
N  3.703  -1.453  3.304  -0.15
C  3.782  -2.285  4.511  -0.08
C  5.007  -1.225  2.667  -0.05
H  -0.424  -0.950  4.430  0.09
H  -0.174  -1.507  2.772  0.07
H  -0.141  0.298  3.186  -0.02
H  1.479  -0.424  5.876  0.09
H  1.293  1.023  4.824  0.08
H  2.899  0.303  5.015  0.08
H  3.028  -3.551  1.551  0.12
H  4.353  -4.611  -0.307  0.09
H  4.522  -3.481  -2.475  0.09
H  3.697  -1.212  -2.791  0.12
H  5.012  0.730  0.086  0.07
H  6.117  1.919  -0.616  0.08
H  6.223  0.213  -1.082  0.08
H  4.470  1.489  -3.995  0.09
H  6.014  0.882  -3.310  0.07
H  5.640  2.602  -3.240  0.09
H  0.828  0.878  -2.665  0.07
H  1.157  1.977  -4.060  0.09
H  0.467  2.679  -2.590  0.02
H  4.046  3.691  -2.451  0.07
H  2.484  4.134  -1.719  0.08
H  2.645  3.975  -3.551  0.03
H  2.837  -2.785  4.713  0.09
H  4.017  -1.698  5.427  0.08
H  4.611  -3.011  4.406  0.08
H  4.934  -0.693  1.743  0.06
H  5.517  -2.184  2.461  0.08
H  5.644  -0.703  3.381  0.08
O  -6.133  -1.304  -5.463  -0.09
C  -6.251  0.012  -4.890  -0.20
C  -5.220  0.150  -3.811  -0.19
C  -5.134  1.276  -2.977  -0.06
C  -4.111  1.310  -2.071  -0.23
N  -3.264  0.287  -1.857  0.05
C  -3.293  -0.750  -2.689  -0.20
C  -4.298  -0.883  -3.677  0.05
C  -2.266  -1.783  -2.601  -0.23
C  -2.498  -2.956  -3.318  0.02
C  -1.520  -3.941  -3.371  -0.16
C  -1.722  -5.180  -4.225  -0.20
O  -0.560  -5.353  -5.061  -0.09
C  -0.326  -3.738  -2.609  0.02
C  -0.292  -2.611  -1.802  -0.11
N  -1.237  -1.655  -1.767  0.07
H  -6.828  -1.417  -6.151  0.10
H  -7.252  0.166  -4.431  0.13
H  -6.095  0.824  -5.615  0.13
H  -5.843  2.069  -3.074  0.11
H  -3.920  2.182  -1.453  0.09
H  -4.324  -1.739  -4.357  0.10
H  -3.476  -3.129  -3.732  0.10
H  -2.658  -5.063  -4.793  0.12
H  -1.805  -6.086  -3.554  0.14
H  -0.841  -5.546  -5.981  0.09
H  0.490  -4.443  -2.658  0.11
H  0.557  -2.415  -1.159  0.10
C  -0.403  6.872  4.562  -0.10
C  -0.067  5.416  4.346  -0.30
O  -0.251  5.201  2.901  -0.38
P  -0.301  3.687  2.260  -0.29
S  -1.578  2.506  3.161  0.15
S  1.478  2.933  1.937  0.14
O  -0.991  4.174  0.820  -0.43
C  -0.205  5.149  0.010  -0.29
C  -0.676  6.577  0.194  -0.09
H  -0.281  7.142  5.626  0.07
H  -1.451  7.040  4.298  0.08
H  0.288  7.509  3.973  0.08
H  -0.745  4.758  4.927  0.09
H  0.980  5.211  4.635  0.11
H  -0.322  4.794  -1.028  0.09
H  0.853  5.054  0.324  0.06
H  -1.737  6.625  0.527  0.09
H  -0.535  7.111  -0.733  0.05
H  -0.038  7.036  0.974  0.07
I  -2.244  3.259  -4.132  -0.09
I  0.283  5.908  -4.442  -0.37
C  -4.625  -5.596  3.379  -0.28
Si  -4.461  -3.858  2.650  -0.08
C  -6.079  -2.863  2.538  -0.27
C  -3.029  -3.011  3.528  -0.31
Se  -3.608  -4.021  0.611  -0.05
H  -4.752  -5.557  4.486  0.01
H  -3.689  -6.110  3.122  0.01
H  -5.499  -6.158  2.989  0.02
H  -6.450  -2.599  3.543  0.00
H  -6.847  -3.447  1.998  0.01
H  -5.851  -1.923  1.997  0.02
H  -3.256  -2.803  4.601  0.01
H  -2.714  -2.063  3.056  0.01
H  -2.140  -3.680  3.451  0.02

## Properties
* strongest force on any atom: 0.05345 Eh/bohr
* net charge: -2
* molar mass: 1244.8 g mol⁻¹
* 2S+1: 2
* ⟨S²⟩: 0.7574
* orbital gap (spin up / spin down): 4.952 / 3.761 eV
* energy above the lowest of the compared OMol25 structures with the same formula, charge and spin: 101.7 kJ/mol